Record 1
C5H6O | ωB97M-V/def2-TZVPD

Results
- HOMO energy (alpha / beta) (eV) = -7.3 / -7.3
- total charge = 0
- relative energy (zero: lowest compared OMol25 entry of this formula, charge and spin) (kJ/mol) = 580.7
- frontier orbital gap (alpha / beta) (eV) = 6.83 / 6.83

The geometry in XYZ format:
```
12
Properties=species:S:1:pos:R:3:nbo_charge:R:1
C -0.06122 1.38822 0.39511 -0.59
C -0.41512 -0.04419 0.81720 -0.42
C -1.38386 -0.77694 0.10012 0.35
O -0.78118 -1.31723 -0.90833 -0.39
C 0.58370 -0.94899 -0.50694 0.12
C 1.67418 -1.13711 -1.07830 -0.39
H 0.87472 1.66173 0.89125 0.23
H 0.09531 1.48501 -0.68090 0.23
H -0.83634 2.09713 0.70967 0.21
H -0.50218 -0.10786 1.90819 0.24
H -2.42529 -1.04623 0.26349 0.20
H 2.73701 -1.01049 -1.13349 0.22
```


Record 2
C64H148B6F24N8O2 | ωB97M-V/def2-TZVPD

Results
- HOMO energy (eV) = -13.6
- total charge = +2
- relative energy (zero: lowest compared OMol25 entry of this formula, charge and spin) (kJ/mol) = 111.1
- frontier orbital gap (eV) = 10.69

The geometry in XYZ format:
```
252
Properties=species:S:1:pos:R:3:lowdin_charge:R:1
C -0.31395 -0.09944 7.11999 -0.10
C -0.84029 0.41147 5.81232 -0.24
C -1.44129 -0.68201 4.95316 -0.09
N -1.95862 -0.20877 3.59495 -0.22
C -1.06115 0.84884 2.92995 0.04
C -2.17802 -1.39687 2.61807 -0.12
C -3.33831 -2.10376 3.21598 -0.16
C -4.14257 -1.02559 3.97187 -0.11
C -3.36323 0.30993 3.72000 -0.06
H 0.17595 0.77920 7.50363 0.08
H 0.42912 -0.91339 7.05996 0.09
H -0.99909 -0.44760 7.86739 0.07
H 0.00572 0.88510 5.28812 0.12
H -1.52390 1.24200 6.03942 0.12
H -2.28860 -1.10966 5.45022 0.11
H -0.67405 -1.43095 4.74227 0.14
H -1.07829 1.70448 3.57948 0.09
H -1.36430 1.08872 1.91367 0.09
H -0.02762 0.49392 2.98534 0.09
H -2.45735 -0.99131 1.63051 0.11
H -1.25040 -1.91554 2.43655 0.11
H -3.77862 -2.69603 2.39540 0.12
H -2.97106 -2.82412 3.96163 0.10
H -5.12629 -0.98396 3.53195 0.11
H -4.22340 -1.23773 5.04150 0.11
H -3.69871 0.70489 2.78713 0.12
H -3.40576 1.07840 4.48933 0.14
C -5.08132 5.75641 -0.64519 -0.07
C -5.61454 4.93987 -1.79666 -0.23
C -4.56639 4.48854 -2.76793 -0.13
N -4.96446 3.32546 -3.66943 -0.23
C -6.17457 3.72778 -4.43533 0.01
C -5.13552 2.06572 -2.88097 -0.11
C -4.65111 0.96751 -3.77768 -0.16
C -3.38253 1.58804 -4.32214 -0.14
C -3.79785 3.00572 -4.65980 -0.04
H -4.54544 5.12818 0.04612 0.07
H -5.93436 6.19945 -0.18188 0.08
H -4.41159 6.52706 -0.99287 0.07
H -6.38097 5.46600 -2.31814 0.10
H -6.01891 3.99791 -1.35457 0.11
H -3.69616 4.21922 -2.21756 0.10
H -4.25673 5.31978 -3.43571 0.15
H -6.02611 4.75283 -4.89806 0.14
H -7.06985 3.70264 -3.84947 0.10
H -6.24573 2.99642 -5.26033 0.11
H -6.18107 1.99946 -2.49009 0.15
H -4.39975 2.26790 -2.09187 0.11
H -5.38023 0.73831 -4.58062 0.09
H -4.39417 0.03105 -3.22012 0.14
H -3.03281 1.01096 -5.18194 0.13
H -2.61373 1.60111 -3.57486 0.09
H -4.25270 3.08751 -5.63266 0.12
H -3.01718 3.75676 -4.60107 0.11
C 2.27578 8.14783 4.53394 -0.06
C 1.12021 8.73836 3.61675 -0.18
C 1.19176 7.94452 2.26967 -0.12
N 0.09850 8.00614 1.25606 -0.27
C -0.23268 9.39131 0.84026 0.01
C -1.12575 7.36943 1.79852 -0.12
C -2.07633 7.04805 0.59472 -0.10
C -1.06685 7.01172 -0.62629 -0.14
C 0.30383 7.17665 -0.06716 -0.06
H 1.95772 7.16986 4.79924 0.05
H 2.39470 8.79853 5.39106 0.07
H 3.23951 8.10481 4.02350 0.08
H 1.26713 9.82597 3.38737 0.11
H 0.14393 8.67403 4.08509 0.10
H 1.24909 6.85061 2.53513 0.13
H 2.00975 8.23408 1.69869 0.11
H 0.63897 9.87129 0.31536 0.13
H -0.52985 9.91127 1.77568 0.11
H -1.12649 9.39276 0.19771 0.11
H -1.61297 8.05833 2.45914 0.12
H -0.90706 6.50233 2.35125 0.11
H -2.90475 7.78497 0.60842 0.12
H -2.50236 6.05946 0.81505 0.10
H -1.27337 7.77049 -1.39428 0.12
H -1.12038 6.08218 -1.22435 0.09
H 0.98036 7.85390 -0.64293 0.15
H 0.73874 6.20831 0.13482 0.12
C -2.15526 -8.95344 3.09938 -0.07
C -1.18434 -7.70546 3.17149 -0.23
C -1.11286 -6.99270 1.88211 -0.16
N -0.13464 -5.82017 1.97742 -0.19
C -0.38278 -5.00558 3.21067 0.01
C 1.35418 -6.39441 1.94159 -0.04
C 2.04637 -5.26464 1.16574 -0.14
C 1.04337 -4.86548 0.04770 -0.14
C -0.27166 -4.83338 0.74176 -0.08
H -1.86720 -9.61467 2.30558 0.06
H -3.21872 -8.73405 2.87707 0.09
H -2.06630 -9.56656 3.99491 0.07
H -0.16540 -8.04215 3.40541 0.12
H -1.48789 -7.03607 3.99615 0.11
H -2.06384 -6.53078 1.67538 0.13
H -0.81498 -7.65992 1.05003 0.15
H 0.30170 -4.17769 3.21165 0.08
H -0.21122 -5.52288 4.13106 0.09
H -1.46516 -4.71765 3.20279 0.13
H 1.79897 -6.44334 2.92946 0.13
H 1.37912 -7.42107 1.52791 0.14
H 2.19156 -4.44279 1.83402 0.08
H 3.04049 -5.49359 0.74956 0.10
H 1.22175 -3.83242 -0.29192 0.09
H 1.18626 -5.60053 -0.79896 0.14
H -0.52613 -3.84481 1.08943 0.10
H -1.10129 -5.21353 0.14338 0.12
C 8.52137 -0.79412 1.35778 -0.09
C 7.84112 0.55284 1.26248 -0.24
C 6.79341 0.65460 2.35088 -0.13
N 5.99672 1.93984 2.35846 -0.23
C 5.45167 2.07967 0.95968 0.02
C 6.93374 3.16377 2.66368 -0.06
C 5.99916 4.23283 3.22211 -0.12
C 4.94978 3.39161 4.00830 -0.12
C 4.81069 2.02057 3.33108 -0.06
H 7.76913 -1.55529 1.33967 0.05
H 9.18595 -0.96184 2.23860 0.10
H 9.07617 -0.91067 0.41957 0.08
H 7.42776 0.70019 0.27251 0.07
H 8.65437 1.29415 1.36176 0.13
H 7.20664 0.45443 3.32698 0.13
H 6.07193 -0.15871 2.17749 0.14
H 4.84195 2.99158 0.98232 0.11
H 4.74243 1.25987 0.76387 0.10
H 6.23402 2.15858 0.21167 0.08
H 7.52411 3.34408 1.75366 0.14
H 7.58044 2.71089 3.41535 0.13
H 5.54294 4.85172 2.43478 0.12
H 6.49215 4.88759 3.95512 0.12
H 4.02771 3.90622 4.02187 0.09
H 5.17652 3.25559 5.07561 0.12
H 3.95758 1.82506 2.76694 0.09
H 4.80831 1.19000 4.04949 0.14
C -2.46217 1.14312 -0.62775 -0.05
C -1.07414 0.51185 -0.75104 -0.21
C -0.09409 1.53085 -1.28261 -0.09
N 1.31735 0.93884 -1.57223 -0.20
C 2.03962 1.94895 -2.45869 0.03
C 2.05447 0.83660 -0.21770 -0.08
C 2.99297 -0.34851 -0.36052 -0.14
C 2.08687 -1.30574 -1.10104 -0.13
C 1.51497 -0.43738 -2.21503 -0.07
H -2.39237 2.08283 -0.07203 0.09
H -3.14529 0.46782 -0.10458 0.07
H -2.81606 1.35585 -1.65163 0.05
H -0.99028 -0.37003 -1.39827 0.09
H -0.64808 0.10071 0.18570 0.10
H 0.15408 2.33804 -0.62514 0.13
H -0.38379 1.95166 -2.24777 0.10
H 2.00401 2.98905 -2.03347 0.12
H 1.46354 2.04555 -3.40840 0.12
H 3.03720 1.58082 -2.66059 0.09
H 2.62494 1.76475 -0.00294 0.14
H 1.29693 0.68645 0.53507 0.11
H 3.91634 -0.04139 -0.80515 0.08
H 3.18749 -0.71862 0.64626 0.11
H 2.51906 -2.23536 -1.46666 0.11
H 1.19887 -1.52741 -0.47980 0.10
H 2.21461 -0.35588 -3.04595 0.12
H 0.54170 -0.64304 -2.63439 0.12
C -5.74506 -5.24439 -1.70960 -0.06
C -6.16856 -3.89682 -1.23805 -0.14
N -7.45333 -3.34785 -1.89515 -0.25
C -8.61711 -4.19282 -1.44494 0.03
C -7.62232 -1.85478 -1.57568 -0.11
C -8.13185 -1.61618 -0.10860 -0.02
C -7.34520 -3.45728 -3.41054 -0.08
C -6.12022 -2.91843 -4.14586 -0.20
O -6.35362 -1.67571 -4.74294 -0.17
C -5.44010 -1.35352 -5.75405 -0.11
H -5.46055 -5.25426 -2.74706 0.08
H -6.41536 -6.07744 -1.57240 0.08
H -4.78214 -5.43897 -1.21648 0.09
H -5.38746 -3.20865 -1.48263 0.11
H -6.37002 -3.88314 -0.17663 0.13
H -8.54886 -4.15152 -0.39108 0.09
H -8.42785 -5.15890 -1.92093 0.10
H -9.57099 -3.75246 -1.76517 0.13
H -8.32563 -1.36359 -2.24121 0.14
H -6.67685 -1.37445 -1.74791 0.11
H -9.05031 -2.11821 -0.06508 0.05
H -8.24544 -0.58497 0.03722 0.05
H -7.35561 -1.92987 0.59606 0.09
H -8.22249 -2.94630 -3.79183 0.14
H -7.51663 -4.50628 -3.64528 0.13
H -5.86581 -3.65433 -4.89581 0.13
H -5.25330 -2.94642 -3.53691 0.11
H -5.71556 -0.39399 -6.20441 0.09
H -5.51497 -2.07056 -6.56858 0.10
H -4.41186 -1.32385 -5.33378 0.10
C 8.63369 -3.59327 -2.35778 -0.03
C 7.33738 -2.98941 -2.91486 -0.19
N 6.45175 -3.97833 -3.60114 -0.25
C 5.44265 -3.17497 -4.35124 0.01
C 7.40068 -4.70699 -4.65882 -0.13
C 6.57471 -5.50513 -5.70113 -0.06
C 5.79211 -5.03253 -2.61204 -0.05
C 5.18177 -4.46671 -1.39820 -0.21
O 6.17134 -4.49769 -0.36975 -0.18
C 5.69784 -3.93125 0.85402 -0.06
H 9.13081 -2.85687 -1.72049 0.09
H 9.40907 -3.69432 -3.12754 0.08
H 8.46830 -4.53100 -1.87507 0.07
H 7.43219 -2.31137 -3.73801 0.11
H 6.76612 -2.46933 -2.12534 0.11
H 4.60760 -3.80288 -4.72292 0.12
H 5.91327 -2.58237 -5.12583 0.12
H 5.13426 -2.45210 -3.56703 0.11
H 7.93960 -5.50330 -4.12826 0.12
H 8.09981 -3.96120 -5.07121 0.14
H 7.19858 -6.35544 -6.07152 0.10
H 6.33978 -4.80797 -6.49457 0.07
H 5.65611 -5.92403 -5.26243 0.07
H 6.62256 -5.72541 -2.38805 0.14
H 5.11770 -5.62479 -3.28831 0.13
H 4.33466 -5.15684 -1.08672 0.14
H 4.77944 -3.42512 -1.48081 0.13
H 4.90210 -4.46617 1.28304 0.05
H 5.32018 -2.94179 0.62137 0.08
H 6.55727 -3.83184 1.51172 0.10
B 1.20149 4.11157 2.36533 -1.33
F 1.19824 2.73617 2.50572 0.13
F 2.51604 4.45548 1.87933 0.05
F 0.18764 4.50031 1.52402 0.15
F 1.10871 4.84214 3.53417 0.12
B 6.40231 0.20377 -2.10514 -1.31
F 6.47202 1.49570 -1.59056 0.12
F 5.19274 0.11648 -2.76516 0.12
F 7.48248 -0.08442 -2.91029 0.15
F 6.28340 -0.77975 -1.05951 0.06
B -0.90959 4.30822 -2.99838 -1.31
F -1.55582 5.35175 -3.68077 0.12
F 0.34809 4.60322 -2.44281 0.12
F -1.75022 3.98352 -1.89615 0.08
F -0.79536 3.22580 -3.82687 0.14
B -6.26431 1.28580 0.35488 -1.29
F -5.64879 2.51807 0.27102 0.14
F -5.63472 0.21997 -0.24153 0.13
F -6.44814 0.91440 1.70358 0.10
F -7.52685 1.33967 -0.37430 0.03
B -2.24074 -2.86191 -1.14247 -1.35
F -0.82836 -2.98440 -1.18556 0.09
F -2.52589 -2.52842 0.20327 0.10
F -2.65398 -1.93740 -2.10285 0.13
F -2.65562 -4.08506 -1.46742 0.19
B 2.15210 -2.02928 3.03532 -1.42
F 1.14353 -2.16378 2.07748 0.11
F 2.04246 -0.77790 3.47964 0.18
F 1.91613 -2.83878 4.17479 0.09
F 3.37080 -2.32530 2.46798 0.14
```


Record 3
C5H36NO14 | ωB97M-V/def2-TZVPD

Results
- HOMO energy (eV) = -6.2
- total charge = -1
- relative energy (zero: lowest compared OMol25 entry of this formula, charge and spin) (kJ/mol) = 558.7
- frontier orbital gap (eV) = 8.70

The geometry in XYZ format:
```
56
Properties=species:S:1:pos:R:3:nbo_charge:R:1
C 1.83778 1.37012 -1.77030 -0.48
C 2.91505 2.11515 -1.05761 -0.09
O 3.13130 1.79827 0.47074 -0.76
C 0.35225 1.07336 -1.24076 -0.21
N 0.20611 -0.34693 -0.83680 -0.73
C -0.99687 -0.68250 -0.19275 -0.22
C -1.21899 -2.12462 0.14242 -0.10
O -2.51304 -2.17277 0.79245 -0.76
H 1.98256 0.40631 -2.25934 0.22
H 1.47040 1.93248 -2.65491 0.23
H 2.73230 3.20851 -1.05276 0.18
H 3.91039 1.79166 -1.26514 0.21
H 2.36407 1.29797 0.67834 0.47
H -0.08631 1.84029 -0.49203 0.17
H -0.38697 1.25282 -2.07632 0.19
H 1.02633 -0.97744 -0.65309 0.43
H -1.86293 -0.21373 -0.77820 0.15
H -1.24513 -0.13595 0.76347 0.20
H -1.50520 -2.96740 -0.47848 0.20
H -0.46525 -2.60992 0.79010 0.17
H -1.18994 -0.70992 -3.37513 0.50
H 0.26483 0.00225 -3.37457 0.45
O -0.44655 -0.29665 -3.91652 -0.98
H -2.39264 -1.94766 1.75275 0.50
H -1.07765 -0.36061 3.33658 0.49
O -2.02182 -0.67504 3.52503 -1.02
H 1.76005 -1.26918 -2.93830 0.46
H 2.93905 -1.82836 -2.42103 0.47
O 2.63377 -1.53584 -3.27786 -0.92
H -2.48547 1.55389 0.85409 0.47
H -2.97346 2.33574 -0.18307 0.46
O -3.19579 1.60985 0.32232 -0.95
H 0.50672 -3.41232 -1.84664 0.47
H -0.24050 -2.46049 -2.86334 0.48
O 0.18775 -3.33876 -2.75253 -0.95
H 0.25360 -2.92483 2.58124 0.47
H 0.85711 -1.45581 2.92786 0.53
O 1.06412 -2.45895 2.63811 -1.02
H -1.50026 4.04221 0.60906 0.47
H -1.31866 3.13803 -0.37275 0.46
O -1.87010 3.97621 -0.35799 -0.93
H -1.01046 2.37176 2.58340 0.47
H -0.34441 0.96115 2.32436 0.50
O -0.92416 1.68059 1.99972 -1.05
H 3.05173 -2.22773 0.87847 0.48
H 1.65343 -2.44357 1.08014 0.51
O 2.26211 -2.30150 0.24639 -1.03
H 0.53075 0.34192 3.98034 0.44
H -2.55142 0.09883 3.35770 0.47
O 0.43728 0.00361 3.15397 -1.15
H 1.65375 2.82629 2.70257 0.48
H 0.92445 1.74197 3.50431 0.48
O 1.15598 2.69764 3.53260 -0.98
H -2.68306 -0.42847 -1.93651 0.49
H -2.73550 -2.03836 -2.34570 0.49
O -2.82246 -1.12363 -2.75812 -0.97
```


Record 4
C25H54N2O9 | ωB97M-V/def2-TZVPD

Results
- HOMO energy (eV) = -8.1
- total charge = 0
- relative energy (zero: lowest compared OMol25 entry of this formula, charge and spin) (kJ/mol) = 611.9
- frontier orbital gap (eV) = 8.06

The geometry in XYZ format:
```
90
Properties=species:S:1:pos:R:3:lowdin_charge:R:1
C 0.46010 -4.63641 -1.45472 0.00
N -0.60290 -3.68941 -1.05072 -0.34
C -1.89390 -4.33541 -1.24172 -0.02
C -0.39490 -3.57241 0.41928 -0.01
C -0.46090 -2.45641 -1.79772 -0.02
C -1.52590 -1.34841 -1.36372 -0.21
O -1.36090 -0.15741 -2.05872 -0.05
H 0.58310 -5.53841 -0.77372 0.13
H 1.48910 -4.12841 -1.39572 0.14
H 0.23210 -5.00341 -2.42372 0.09
H -2.04990 -5.34241 -0.72772 0.15
H -1.86290 -4.54241 -2.21472 0.04
H -2.89890 -3.66541 -1.15272 0.16
H -0.00990 -4.40941 1.06628 0.14
H -1.21190 -3.14041 0.99828 0.07
H 0.34310 -2.82741 0.66328 0.10
H -0.61690 -2.69541 -2.94672 0.21
H 0.35010 -2.20241 -1.65972 -0.02
H -1.50390 -0.84341 -0.39872 0.10
H -2.54390 -1.59441 -1.23872 0.09
H -0.41590 0.02159 -1.82772 0.07
N 1.22910 0.18959 0.04528 -0.67
O 1.88510 -0.86641 0.21828 -0.07
O 0.41710 0.53659 0.89028 -0.04
O 1.24110 0.62959 -1.00272 0.03
C -0.41690 2.46859 4.89828 -0.24
C -0.93090 2.40059 6.29728 -0.17
C -1.16790 0.86859 6.35628 -0.26
O -1.63090 0.54659 5.07928 -0.13
C -0.67190 1.23959 4.11428 -0.12
H 0.52510 2.88859 4.86428 0.08
H -1.01990 3.35359 4.51128 0.13
H -1.97090 2.73059 6.57128 0.12
H -0.16090 2.86759 6.95128 0.12
H -1.86190 0.74159 7.15828 0.10
H -0.16590 0.33259 6.60128 0.15
H -0.94590 1.35759 3.13728 0.05
H 0.44410 0.81259 3.99628 0.17
C 4.98510 -3.83841 -3.91572 -0.14
C 4.80210 -2.71141 -2.82972 -0.11
C 3.32810 -2.37141 -2.83072 -0.12
O 2.89210 -3.45341 -3.68372 -0.20
C 3.72410 -3.68841 -4.73672 -0.24
H 5.17810 -4.81541 -3.39672 0.12
H 5.81910 -3.70141 -4.54072 0.08
H 5.43910 -1.87541 -3.02072 0.11
H 5.23810 -2.84941 -2.01572 0.02
H 3.10410 -1.51641 -3.39872 0.11
H 2.84110 -2.32941 -1.95472 0.06
H 3.74610 -2.72341 -5.32972 0.14
H 3.44610 -4.57541 -5.40472 0.15
C 0.65810 3.61359 -3.10772 -0.14
C 0.07910 4.33859 -4.33372 -0.17
C 0.24910 5.80059 -4.05172 -0.29
O 1.20010 5.85459 -3.07272 -0.11
C 0.99310 4.74359 -2.14972 -0.13
H 1.57510 3.08959 -3.34372 0.11
H 0.07310 2.78059 -2.59872 0.11
H -0.99090 3.92159 -4.65572 0.15
H 0.73210 4.21959 -5.29372 0.13
H -0.61890 6.20959 -3.54872 0.11
H 0.37610 6.32459 -4.96972 0.11
H 0.14710 5.14059 -1.46072 0.12
H 1.50410 4.72659 -1.45472 -0.01
C -2.05990 -2.18241 3.40328 -0.12
C -2.93990 -3.36541 3.09228 -0.11
C -3.60190 -2.97641 1.72928 -0.15
O -2.64990 -2.05341 1.24428 -0.27
C -2.34390 -1.14541 2.32328 -0.10
H -1.06490 -2.39441 3.65128 0.12
H -2.33090 -1.73841 4.19928 0.03
H -3.53790 -3.60541 3.92128 0.10
H -2.40690 -4.15841 3.15228 0.04
H -4.56990 -2.44841 1.82628 0.13
H -3.68790 -3.85041 1.04328 0.11
H -3.08090 -0.56541 2.33628 0.05
H -1.64190 -0.46441 1.70028 0.15
C -0.33190 3.13459 0.29528 -0.15
C -1.21890 4.41359 0.25128 -0.15
C -0.46790 5.34859 1.15428 -0.17
O 0.94510 4.98459 1.16928 -0.10
C 0.95710 3.55059 1.00928 -0.16
H -0.11190 2.89759 -0.75072 0.06
H -1.05790 2.40859 0.84128 0.13
H -2.22590 4.21959 0.42628 0.09
H -1.08590 4.71659 -0.85272 0.10
H -0.87590 5.27259 2.02728 0.06
H -0.70490 6.27459 0.99428 0.07
H 0.85210 3.18859 2.05628 0.12
H 1.82110 3.23359 0.74828 0.06
```